Record 1
The following is a quantum chemistry calculation of C2H2FNdO3 as an isolated structure, from the OMol25 dataset.

Lowest unoccupied orbital energy (spin up / spin down): -15.29 / -15.28 eV
2S+1: 5
Charge: +3

Geometry as XYZ:
```
9
Properties=species:S:1:pos:R:3:forces:R:3
H 0.8424 -0.4526 -1.3588 0.106 0.001 -0.581
O -0.0750 -0.7042 -1.1687 0.383 0.441 0.742
Nd -3.4298 -2.6932 0.3745 -0.231 -0.037 0.106
O -1.5400 -0.9083 0.4539 1.942 1.375 -0.353
C -0.5236 -0.3972 -0.0008 -1.471 -1.550 0.634
O 0.1370 0.6326 0.7830 2.103 1.134 -0.095
C 1.3104 1.2405 0.5684 -4.951 2.369 -3.753
F 1.1806 2.5346 0.3580 0.981 -3.758 2.080
H 2.0981 0.7477 -0.0095 1.138 0.024 1.219
```
Forces are in eV/Å.

=====

Record 2
The following is a quantum chemistry calculation of one molecule with the formula C4H4OS2, from the OMol25 dataset.

Lowest unoccupied orbital energy: -0.58 eV
Structure (SMILES): O=C1SC[C@@H]1C=S
Energy relative to the best compared isomer or geometry (same formula, charge and spin): 0.389 eV

Geometry as XYZ:
```
11
Properties=species:S:1:pos:R:3:forces:R:3
C -1.3319 0.7049 -0.1061 -0.331 0.382 -0.235
C -0.0295 0.1835 0.3969 0.054 -0.272 -0.426
C 0.3810 -1.2775 0.1137 0.713 0.494 0.889
C 1.1874 0.8008 -0.3170 0.122 0.581 -0.097
H -1.4122 1.8074 -0.0747 0.106 -0.514 0.039
H 0.0282 0.4302 1.4496 0.113 0.115 0.410
H 0.5636 -1.8678 1.0185 -0.067 0.135 -0.295
H -0.2649 -1.7888 -0.5507 -0.656 -0.448 -0.584
O 1.4930 1.9360 -0.5336 -0.124 -0.660 0.118
S -2.5563 -0.1637 -0.6851 0.198 0.079 0.101
S 1.9416 -0.7649 -0.7114 -0.128 0.109 0.080
```
Forces are in eV/Å.

=====

Record 3
The following is a quantum chemistry calculation of C10H10BClF4Pt as an isolated structure, from the OMol25 dataset.

Lowest unoccupied orbital energy (spin up / spin down): 0.48 / -4.47 eV
2S+1: 5
Energy relative to the best compared isomer or geometry (same formula, charge and spin): 1.734 eV

Geometry as XYZ:
```
27
Properties=species:S:1:pos:R:3:forces:R:3
C -2.4531 -0.9234 0.2099 -0.474 2.089 -2.589
C -1.8863 -1.2225 -1.1476 -0.294 0.347 1.010
C -1.3913 -0.0575 -1.6992 -0.245 -0.635 -0.028
H -1.8366 -2.2261 -1.5390 0.014 0.121 -0.181
C -1.6781 1.0439 -0.8014 0.143 0.029 0.650
C -2.3126 0.5519 0.3237 -0.182 -0.805 -0.354
H -2.6875 1.1247 1.1605 0.177 -0.037 -0.140
H -3.2792 -1.4557 0.6910 0.063 0.048 -0.274
H -0.9185 0.0567 -2.6768 -0.250 -0.206 0.326
H -1.3835 2.0810 -0.9784 -0.291 -0.355 0.115
Pt -0.9898 -1.7714 1.4902 0.702 -0.371 -0.427
Cl -0.3026 -3.5003 0.3661 0.687 -1.241 -0.166
C 2.7931 0.3632 0.0421 0.485 -1.095 -0.569
C 2.0301 1.4897 -0.4081 -0.743 -0.809 -0.707
C 1.5110 1.1681 -1.6888 -0.234 0.038 0.269
H 1.7704 2.3685 0.1494 0.091 0.132 0.220
C 2.0583 -0.0746 -2.0923 0.040 0.362 -0.077
C 2.8377 -0.6050 -1.0067 -0.263 0.815 1.310
H 3.3010 -1.5937 -0.9354 -0.154 0.565 -0.178
H 3.2485 0.2679 1.0342 -0.225 0.007 -0.566
H 0.7499 1.7302 -2.2265 0.597 0.011 0.016
H 1.9570 -0.4687 -3.1045 -0.059 -0.173 0.517
F 0.0495 1.3069 1.9556 0.117 -0.459 0.576
B -0.1425 0.4102 2.9855 -0.249 -0.427 0.488
F -0.2245 0.9227 4.2390 0.216 0.047 -0.413
F -1.5719 -0.2602 2.7452 1.040 0.954 1.239
F 0.7513 -0.7263 2.9123 -0.709 1.048 -0.064
```
Forces are in eV/Å.

=====

Record 4
The following is a quantum chemistry calculation of an isolated ion of composition C4H7N6O5 and charge +1, from the OMol25 dataset.

Lowest unoccupied orbital energy (spin up / spin down): -7.04 / -5.28 eV
Structure (SMILES): N/C(N[C@@H](C=[N+]=O)[N+](=O)[O-])=C(\N)[N+](=O)[O-]
Charge: +1
Energy relative to the best compared isomer or geometry (same formula, charge and spin): 4.218 eV

Geometry as XYZ:
```
22
Properties=species:S:1:pos:R:3:forces:R:3
C 0.0479 0.2857 -2.1321 -3.891 -0.043 -3.786
C 0.1757 -1.0142 0.9721 2.109 -1.214 2.070
C -0.4351 1.3647 -1.2178 -0.938 1.313 0.944
C 0.4983 0.3560 0.9490 1.090 1.617 -1.575
N 0.2332 1.3455 0.0113 2.543 -0.028 4.510
N 0.8505 -0.5932 -1.8050 0.800 2.413 2.430
N 1.4929 0.6870 1.8618 -0.130 0.435 -3.583
N 0.9413 -1.9357 1.6310 -1.049 0.734 -0.164
N -1.9367 1.2500 -0.9283 -2.632 1.040 0.713
N -0.8754 -1.5800 0.2926 -2.088 -1.499 -3.034
O 1.5541 -1.4773 -2.0668 1.422 -2.889 -1.023
O -2.3625 1.5680 0.1923 1.187 -0.431 -1.878
O -0.9933 -2.7781 0.1930 0.721 -1.104 1.415
O -2.6186 1.0259 -1.9015 0.549 0.036 0.507
O -1.5794 -0.8599 -0.3760 -0.485 0.732 0.466
H -0.6617 -0.0322 -3.0197 1.416 1.286 1.349
H -0.5382 2.4778 -1.4618 1.173 -1.571 -0.828
H 0.7250 2.2044 0.4082 -1.532 -1.114 -1.548
H 1.2592 0.6451 2.7742 -1.104 -0.982 3.911
H 1.8777 1.6009 1.7456 0.559 0.534 -0.468
H 0.5853 -2.9001 1.7362 0.227 0.781 -0.327
H 1.7596 -1.6405 2.1417 0.055 -0.046 -0.102
```
Forces are in eV/Å.

=====

Record 5
The following is a quantum chemistry calculation of one molecule with the formula C22H21BrFNO2, from the OMol25 dataset.

Lowest unoccupied orbital energy: 0.63 eV
Structure (SMILES): CCOc1cc(CNc2ccccc2)cc(Br)c1OCc1ccccc1F
Energy relative to the best compared isomer or geometry (same formula, charge and spin): 0.194 eV

Geometry as XYZ:
```
48
Properties=species:S:1:pos:R:3:forces:R:3
C 2.7052 4.1182 0.4555 -0.341 -0.275 -0.072
C 1.3579 3.5061 0.1055 0.057 0.378 -0.007
O 1.4925 2.1027 0.2210 -0.029 -0.291 0.059
C 0.4458 1.2942 -0.1112 0.107 -0.172 0.029
C -0.8157 1.7658 -0.4550 0.022 0.059 -0.037
C -1.8680 0.9093 -0.7522 0.080 -0.006 -0.031
C -1.6619 -0.4599 -0.6913 0.098 0.065 -0.024
C -0.4075 -0.9307 -0.3623 0.214 -0.136 0.048
C 0.6707 -0.0960 -0.0777 -0.153 0.022 -0.104
O 1.8261 -0.7294 0.2440 -0.020 0.106 0.210
C 3.0715 -0.0864 0.0822 0.512 0.451 -0.065
C 4.1734 -1.1120 0.0953 -0.076 0.196 -0.026
C 5.4885 -0.6841 -0.0434 -0.066 -0.257 0.033
C 6.5570 -1.5567 -0.0423 -0.058 0.208 -0.014
C 6.3079 -2.9117 0.1032 -0.030 -0.015 0.003
C 5.0078 -3.3644 0.2426 0.027 -0.107 0.012
C 3.9477 -2.4725 0.2390 0.071 0.055 -0.011
H 2.9361 -2.8283 0.3458 -0.134 0.009 0.002
H 4.8124 -4.4196 0.3546 -0.006 -0.106 0.012
H 7.1319 -3.6085 0.1062 0.074 -0.059 -0.001
H 7.5586 -1.1729 -0.1542 0.093 0.064 -0.014
F 5.7260 0.6436 -0.1879 -0.081 -0.090 0.017
H 3.1017 0.4616 -0.8691 -0.044 -0.040 0.169
H 3.2409 0.6382 0.8896 -0.049 -0.128 -0.231
Br -0.0913 -2.7966 -0.2879 -0.207 -0.033 -0.056
H -2.4621 -1.1527 -0.8970 -0.030 -0.088 -0.019
C -3.2412 1.4556 -1.0675 0.118 -0.071 0.011
N -4.2009 1.1693 -0.0213 -0.084 0.448 0.247
C -4.8153 -0.0634 0.1262 -0.263 -0.179 0.052
C -5.2005 -0.4769 1.4042 0.071 0.059 -0.014
C -5.8825 -1.6616 1.5925 0.009 -0.018 -0.011
C -6.1936 -2.4698 0.5118 -0.108 -0.169 -0.005
C -5.8231 -2.0674 -0.7597 -0.018 -0.083 0.063
C -5.1459 -0.8795 -0.9573 0.122 0.146 -0.067
H -4.8805 -0.5889 -1.9627 0.023 0.031 -0.076
H -6.0632 -2.6858 -1.6126 -0.018 -0.039 -0.067
H -6.7183 -3.4012 0.6586 -0.048 -0.077 0.012
H -6.1656 -1.9600 2.5914 -0.016 -0.015 0.077
H -4.9569 0.1472 2.2538 0.027 0.053 0.074
H -3.9367 1.5790 0.8656 -0.022 -0.079 -0.125
H -3.6057 1.0338 -2.0052 0.009 0.148 0.026
H -3.1900 2.5425 -1.1830 0.006 -0.123 -0.106
H -0.9935 2.8292 -0.4875 0.016 0.134 0.001
H 1.0719 3.7736 -0.9210 -0.039 -0.055 0.121
H 0.5844 3.8699 0.7958 0.027 -0.060 -0.127
H 2.6558 5.1984 0.3556 0.021 0.119 0.001
H 3.4740 3.7319 -0.2083 0.089 0.008 -0.070
H 2.9745 3.8668 1.4776 0.046 0.015 0.104
```
Forces are in eV/Å.

=====

Record 6
The following is a quantum chemistry calculation of C12H8InO14P as an isolated structure, from the OMol25 dataset.

Lowest unoccupied orbital energy: 6.26 eV
Charge: -4
Energy relative to the best compared isomer or geometry (same formula, charge and spin): 0.000 eV

Geometry as XYZ:
```
36
Properties=species:S:1:pos:R:3:forces:R:3
In -26.9735 6.6023 -28.2168 -0.462 -1.081 -1.300
C -23.4141 1.8986 -27.6121 -0.683 -0.068 -0.077
C -24.7198 2.4293 -27.6699 -0.380 1.403 -0.019
C -25.1362 3.2604 -29.0145 0.608 -0.808 0.136
O -26.1984 3.8792 -28.9987 0.047 0.284 0.317
C -24.2412 3.1199 -30.1111 -0.446 -0.032 1.048
C -23.0367 2.3688 -30.0525 -1.341 -0.390 -1.928
C -22.5851 1.7917 -28.7138 2.347 0.266 0.589
O -21.3888 1.3758 -28.5880 -0.628 0.009 -0.560
O -22.4551 2.1067 -31.1357 0.696 -0.106 0.954
O -25.4918 2.4930 -26.7161 -0.037 -0.208 0.053
H -23.0052 1.6933 -26.6292 -0.030 -0.325 0.014
H -24.6232 3.4175 -31.0796 0.182 0.170 -0.101
C -27.1255 9.3316 -32.6959 0.582 -1.768 1.045
C -27.0860 8.2654 -31.7182 -0.531 1.782 -1.200
C -26.9596 6.8084 -32.2300 0.857 0.540 -0.532
O -27.1309 5.9254 -31.3988 0.000 -0.483 0.312
C -26.5293 6.6357 -33.6004 -0.741 0.210 2.073
C -26.4170 7.6913 -34.4958 1.198 -0.674 -1.189
C -26.7086 9.1385 -34.0166 -1.241 1.464 -0.551
O -26.6954 10.1334 -34.8068 0.537 -1.017 -0.178
O -25.9931 7.4659 -35.6692 -0.353 0.918 0.178
O -27.2102 8.5252 -30.5108 0.010 -0.663 0.819
H -27.2969 10.3324 -32.3197 0.018 0.125 -0.083
H -26.1879 5.6412 -33.8491 -0.162 -0.078 -0.368
P -29.5374 4.1510 -27.8948 -0.006 0.963 -0.286
O -28.5372 4.5477 -26.7679 -0.519 -0.215 0.120
O -29.2205 5.0886 -29.0822 0.041 -0.307 0.232
O -31.0102 4.3347 -27.5344 0.667 -0.304 0.268
O -29.0726 2.7196 -28.1712 -0.270 0.132 0.001
O -24.3436 6.2921 -29.5471 0.173 0.477 0.071
H -23.5820 6.7198 -29.1453 0.026 -0.143 -0.033
H -24.0224 5.9467 -30.3916 -0.339 -0.260 0.130
O -25.0817 8.8215 -27.5987 0.393 0.300 0.251
H -25.2416 9.4809 -26.9135 -0.067 -0.085 -0.074
H -24.1557 8.9377 -27.8450 -0.148 -0.028 -0.131
```
Forces are in eV/Å.

=====

Record 7
The following is a quantum chemistry calculation of one molecule with the formula C16H22ClN3O3, from the OMol25 dataset.

Lowest unoccupied orbital energy: 0.71 eV
Structure (SMILES): COCCCNC(=O)CN1CCN(Cc2ccccc2Cl)C1=O
Energy relative to the best compared isomer or geometry (same formula, charge and spin): 1.159 eV

Geometry as XYZ:
```
45
Properties=species:S:1:pos:R:3:forces:R:3
C 1.8735 3.8382 1.3571 -0.028 -0.025 0.032
O 0.5522 3.8060 0.8682 -0.083 0.097 0.126
C 0.4222 3.3825 -0.4679 -0.154 -0.250 -0.100
C 0.7238 1.8912 -0.6845 0.217 0.355 -0.022
H 0.6144 1.3825 0.2765 -0.037 -0.045 0.032
H -0.0108 1.4657 -1.3675 -0.021 -0.043 0.024
C 2.1248 1.6212 -1.2460 -0.122 0.095 0.217
N 2.4469 0.2130 -1.1798 -0.146 0.132 -0.426
C 3.1294 -0.2935 -0.1361 0.116 -0.524 -0.201
O 3.6695 0.3802 0.7203 0.156 0.180 0.378
C 3.1074 -1.8260 -0.0909 -0.052 0.128 -0.083
N 1.8324 -2.2594 0.4363 0.076 -0.138 0.090
C 0.6934 -2.1660 -0.3244 0.060 -0.262 0.079
O 0.6602 -2.0801 -1.5371 0.014 -0.017 -0.513
N -0.3760 -2.2179 0.5119 -0.084 0.045 0.153
C -1.7503 -2.2444 0.0749 0.068 0.047 -0.190
C -2.4233 -0.9177 0.3305 -0.007 -0.093 -0.102
C -2.4871 0.0782 -0.6410 -0.120 0.056 0.195
C -3.0333 1.3213 -0.3580 0.064 -0.040 -0.079
C -3.5245 1.5867 0.9066 0.003 -0.026 0.032
C -3.4900 0.6031 1.8800 -0.016 0.025 0.088
C -2.9474 -0.6349 1.5873 -0.037 0.043 -0.100
H -2.9349 -1.4067 2.3437 0.003 -0.096 0.076
H -3.8850 0.7989 2.8652 -0.037 0.023 0.085
H -3.9392 2.5580 1.1272 -0.042 0.094 0.010
H -3.0712 2.0720 -1.1314 0.003 0.064 -0.098
Cl -1.9019 -0.2177 -2.2442 -0.057 0.040 -0.183
H -1.7325 -2.4685 -0.9939 -0.069 -0.059 0.161
H -2.2790 -3.0440 0.6065 0.023 0.058 -0.065
C 0.0095 -2.2620 1.9027 -0.124 -0.101 0.190
H -0.2827 -3.2215 2.3487 0.009 0.095 0.011
C 1.5358 -2.0994 1.8451 0.163 0.094 0.240
H 1.8571 -1.1125 2.2003 -0.053 -0.082 -0.012
H 2.0596 -2.8625 2.4277 -0.078 0.115 0.029
H -0.4693 -1.4547 2.4657 0.086 -0.108 0.009
H 3.2193 -2.2449 -1.0928 0.049 0.008 0.087
H 3.9010 -2.1916 0.5626 -0.035 0.103 -0.110
H 1.8955 -0.4220 -1.7469 0.100 -0.080 0.108
H 2.1823 1.9504 -2.2870 0.050 0.038 0.081
H 2.8868 2.1427 -0.6635 -0.078 0.032 -0.141
H 1.0618 3.9930 -1.1242 -0.058 0.035 0.011
H -0.6230 3.5885 -0.7105 0.114 0.013 -0.099
H 2.5177 4.4454 0.7092 0.025 -0.007 0.004
H 1.8192 4.2987 2.3421 0.101 -0.010 -0.010
H 2.3053 2.8374 1.4546 0.037 -0.010 -0.017
```
Forces are in eV/Å.

=====

Record 8
The following is a quantum chemistry calculation of a 7-piece molecular cluster, H12IO6 overall, from the OMol25 dataset.

Lowest unoccupied orbital energy: 3.21 eV
Charge: -1
Energy relative to the best compared isomer or geometry (same formula, charge and spin): 0.393 eV

Geometry as XYZ:
```
19
Properties=species:S:1:pos:R:3:forces:R:3
I -16.3514 5.0468 15.7640 -0.032 0.118 0.153
O -18.1900 5.3721 12.4329 0.341 0.395 0.455
H -17.6397 4.6244 12.1930 -0.011 -0.471 -0.235
H -17.7764 5.6094 13.2841 -0.386 0.056 -0.191
O -16.0271 7.9369 13.8128 -0.554 0.093 1.158
H -16.0636 7.6341 12.9182 0.010 -0.393 -0.843
H -16.4887 7.2424 14.3345 0.572 0.523 -0.336
O -13.0581 6.6296 16.5874 0.986 0.378 0.587
H -13.8287 6.0694 16.5328 -0.755 -0.353 -0.106
H -12.7693 6.5746 17.5128 -0.224 -0.024 -0.484
O -13.4669 5.9123 13.5444 1.001 0.345 -1.520
H -12.6165 5.9486 13.9973 -0.670 -0.134 0.456
H -14.1650 5.5818 14.0934 -0.348 -0.230 0.981
O -17.2444 2.6476 13.4390 0.224 -0.963 -0.850
H -17.3071 3.3389 14.0835 -0.396 1.010 0.890
H -16.3157 2.4222 13.5412 0.202 -0.194 -0.166
O -15.9496 1.6310 16.3692 0.906 -1.112 0.753
H -16.4582 1.0558 15.8072 -0.451 0.119 -0.372
H -16.2063 2.5357 16.2296 -0.416 0.838 -0.331
```
Forces are in eV/Å.

=====

no.,E (eV)
1,-26207.5842
2,-27929.7735
3,-37846.0324
4,-23421.3415
5,-101499.3942
6,-55691.4249
7,-40085.3829
8,-20584.2018